{"formula": "C4H4N2O3", "method": "ωB97M-V/def2-TZVPD", "e_homo_ev": -9.45, "smiles": "O=CNn1ccc(=O)o1", "symbols": ["C", "C", "C", "C", "N", "N", "O", "O", "O", "H", "H", "H", "H"], "coordinates": [[-1.328320, -1.287220, -0.083191], [-0.113010, -1.035293, -0.562678], [-2.020844, -0.014105, 0.140682], [1.883928, 0.640507, 0.707263], [0.015828, 0.437650, -0.795238], [1.165159, 1.058220, -0.371021], [-3.127826, 0.227743, 0.521169], [1.677577, -0.381383, 1.299024], [-1.148452, 0.989038, -0.217797], [-1.775104, -2.238091, 0.127058], [0.701220, -1.661414, -0.858360], [2.712038, 1.333011, 0.934101], [1.357808, 1.931337, -0.841018]], "atomic_forces_ev_per_a": [[0.3, 0.2, -0.2], [-0.3, 2.6, -0.1], [0.0, -0.4, 0.0], [0.3, 0.3, 0.1], [-0.2, -2.8, -0.4], [-0.6, 0.1, -0.2], [0.1, 0.1, 0.0], [0.0, -0.3, 0.4], [0.1, 0.6, 0.4], [0.0, -0.1, 0.0], [0.2, -0.1, -0.1], [0.0, 0.0, 0.0], [0.1, -0.2, 0.1]]}